The following is a quantum chemistry calculation of a structure of composition C33H79BN3NaO5, from the Open Molecules 2025 dataset.

```
122
Properties=species:S:1:pos:R:3:lowdin_charge:R:1
Na 1.65 0.78 -0.63 0.32
B -0.71 0.06 -0.51 -0.44
H -0.06 -0.58 -1.09 -0.06
H -1.07 0.88 -1.10 -0.05
H -1.53 -0.54 -0.13 -0.05
H -0.16 0.39 0.36 -0.06
C 2.68 -3.30 1.58 -0.05
C 2.42 -2.13 0.59 -0.24
N 3.23 -0.94 0.76 -0.18
C 4.65 -1.18 0.45 -0.25
C 4.98 -1.89 -0.86 -0.07
C 3.04 -0.27 2.07 -0.24
C 3.76 1.06 2.14 -0.07
H 3.75 -3.49 1.66 0.06
H 2.29 -4.25 1.23 0.07
H 2.34 -3.05 2.59 0.05
H 2.48 -2.47 -0.44 0.10
H 1.37 -1.88 0.70 0.09
H 5.13 -0.20 0.41 0.09
H 5.07 -1.73 1.29 0.11
H 4.62 -2.90 -1.01 0.08
H 4.53 -1.34 -1.69 0.06
H 6.06 -1.78 -0.90 0.08
H 3.42 -0.88 2.89 0.12
H 1.99 -0.15 2.34 0.10
H 3.41 1.48 3.08 0.09
H 3.43 1.67 1.30 0.05
H 4.84 0.95 2.08 0.08
C 4.68 2.46 -1.58 -0.07
C 3.41 2.94 -2.32 -0.24
N 2.16 3.04 -1.53 -0.19
C 1.06 3.50 -2.41 -0.21
C 0.70 2.58 -3.62 -0.06
C 2.47 4.03 -0.50 -0.26
C 1.31 4.23 0.47 -0.07
H 5.05 3.14 -0.82 0.06
H 5.52 2.48 -2.27 0.08
H 4.58 1.53 -1.02 0.06
H 3.69 3.84 -2.88 0.12
H 3.25 2.20 -3.10 0.09
H 0.23 3.39 -1.72 0.10
H 1.02 4.55 -2.71 0.12
H -0.19 3.05 -4.04 0.07
H 1.43 2.47 -4.42 0.07
H 0.34 1.60 -3.32 0.05
H 2.72 4.99 -0.95 0.13
H 3.29 3.69 0.13 0.09
H 0.54 4.89 0.06 0.07
H 1.62 4.70 1.41 0.08
H 0.74 3.32 0.66 0.06
C 0.80 -2.79 5.47 -0.08
C -0.14 -1.65 5.78 -0.26
N -0.07 -0.50 4.87 -0.16
C -0.47 -0.85 3.50 -0.25
C -1.92 -1.30 3.34 -0.07
C -0.91 0.59 5.40 -0.29
C -0.24 1.24 6.53 -0.11
H 1.00 -3.51 6.26 0.07
H 1.84 -2.48 5.30 0.07
H 0.52 -3.36 4.58 0.06
H -1.19 -1.96 5.79 0.11
H 0.04 -1.33 6.80 0.10
H 0.22 -1.58 3.09 0.09
H -0.32 -0.02 2.80 0.09
H -2.06 -2.29 3.77 0.07
H -2.21 -1.36 2.29 0.05
H -2.68 -0.67 3.81 0.07
H -1.10 1.33 4.62 0.11
H -1.93 0.32 5.66 0.11
H -0.39 0.63 7.42 0.07
H 0.84 1.36 6.40 0.08
H -0.56 2.25 6.79 0.08
C -2.45 -0.07 -4.20 -0.02
C -3.63 0.88 -4.17 -0.45
O -4.79 0.45 -4.07 0.04
C -3.38 2.38 -4.23 -0.02
H -1.69 0.21 -3.47 0.07
H -2.05 -0.02 -5.21 0.08
H -2.76 -1.10 -4.00 0.08
H -2.93 2.72 -3.30 0.08
H -4.29 2.97 -4.26 0.08
H -2.73 2.59 -5.08 0.08
C -1.63 -3.80 -1.90 -0.02
C -0.71 -4.05 -0.73 -0.49
O 0.34 -4.66 -0.85 0.05
C -1.07 -3.49 0.61 -0.02
H -2.56 -4.32 -1.65 0.09
H -1.20 -4.21 -2.81 0.08
H -1.80 -2.74 -2.05 0.06
H -2.09 -3.66 0.93 0.09
H -0.86 -2.42 0.51 0.05
H -0.48 -3.96 1.39 0.09
C -2.13 3.04 1.62 -0.02
C -3.51 2.66 1.31 -0.48
O -4.45 3.35 1.72 0.05
C -3.78 1.45 0.45 -0.01
H -2.00 2.84 2.69 0.09
H -1.99 4.08 1.32 0.09
H -1.34 2.53 1.06 0.05
H -4.83 1.42 0.15 0.08
H -3.65 0.56 1.06 0.09
H -3.16 1.51 -0.45 0.06
C 0.94 -2.10 -3.39 0.00
C 1.69 -0.91 -3.95 -0.53
O 2.49 -0.33 -3.28 0.07
C 1.42 -0.57 -5.34 -0.02
H 0.91 -1.96 -2.31 0.06
H 1.48 -3.03 -3.54 0.11
H -0.05 -2.10 -3.84 0.08
H 1.28 -1.47 -5.93 0.10
H 2.18 0.01 -5.87 0.10
H 0.40 -0.19 -5.27 0.08
C -4.37 -1.76 -1.34 -0.02
C -5.69 -1.37 -0.69 -0.46
O -6.09 -1.73 0.41 0.04
C -6.62 -0.46 -1.50 -0.03
H -4.45 -2.33 -2.26 0.09
H -3.66 -2.25 -0.67 0.06
H -3.91 -0.82 -1.62 0.06
H -6.93 -1.10 -2.33 0.09
H -6.25 0.54 -1.75 0.07
H -7.50 -0.22 -0.90 0.08
```

The value obtained for the energy above the lowest of the compared OMol25 structures with the same formula, charge and spin is 0.00 kJ/mol. As for the total charge: 0. The spin multiplicity is 1.

The following is a quantum chemistry calculation of a cluster of 7 separate species, C33H80B2O12PS in total, from the Open Molecules 2025 dataset.

```
129
Properties=species:S:1:pos:R:3:lowdin_charge:R:1
C 1.30 1.92 2.71 -0.09
O 0.34 0.85 2.59 -0.03
B 0.96 -0.42 2.60 -0.58
O 1.96 -0.65 3.59 0.09
B 0.50 -1.54 1.42 -0.75
C 1.26 -2.97 1.49 -0.20
C 2.79 -2.91 1.33 -0.23
C 3.54 -4.05 2.02 -0.17
C 3.32 -4.13 3.50 -0.16
O 4.31 -3.35 4.23 -0.02
C 3.78 -2.56 5.17 -0.42
O 3.03 -2.91 5.99 0.11
C -1.14 -1.79 1.56 -0.17
C -1.52 -2.48 2.84 -0.17
O -2.99 -2.45 2.97 -0.06
C -3.51 -3.64 3.30 -0.41
O -3.45 -4.58 2.61 0.12
P 0.71 -0.65 -0.31 0.43
S 0.94 -1.92 -1.83 -0.01
H 2.28 1.63 2.33 0.08
H 0.95 2.72 2.08 0.08
H 1.35 2.23 3.75 0.08
H 2.83 -0.40 3.25 0.08
H 0.89 -3.57 0.66 0.08
H 1.02 -3.54 2.39 0.08
H 3.23 -1.97 1.67 0.10
H 3.00 -2.98 0.27 0.09
H 4.60 -3.84 1.88 0.11
H 3.38 -4.99 1.52 0.11
H 2.33 -3.85 3.82 0.11
H 3.46 -5.17 3.81 0.12
H 4.14 -1.53 5.14 0.14
H -1.72 -0.89 1.39 0.08
H -1.42 -2.47 0.75 0.11
H -1.17 -3.50 2.81 0.11
H -1.14 -1.98 3.73 0.13
H -4.04 -3.69 4.26 0.13
H 1.79 0.28 -0.23 -0.04
H -0.49 0.05 -0.52 -0.03
C -3.58 0.49 4.08 -0.07
C -4.73 -0.08 4.89 -0.27
O -4.79 0.39 6.22 -0.16
C -4.94 1.78 6.39 -0.29
C -6.21 2.34 5.75 -0.09
H -2.62 0.27 4.56 0.09
H -3.57 0.05 3.08 0.07
H -3.65 1.57 3.97 0.07
H -4.61 -1.17 4.96 0.10
H -5.68 0.09 4.38 0.11
H -4.06 2.31 6.01 0.11
H -4.97 1.96 7.46 0.11
H -6.22 2.20 4.67 0.06
H -6.29 3.41 5.95 0.07
H -7.09 1.85 6.16 0.08
C -2.49 1.80 -4.68 -0.08
C -2.36 0.43 -4.05 -0.27
O -2.46 0.44 -2.64 -0.17
C -3.66 0.93 -2.08 -0.28
C -4.90 0.15 -2.50 -0.08
H -1.72 2.47 -4.28 0.08
H -2.36 1.74 -5.76 0.08
H -3.46 2.26 -4.49 0.06
H -1.38 0.02 -4.28 0.11
H -3.10 -0.26 -4.48 0.11
H -3.78 2.00 -2.30 0.10
H -3.54 0.84 -1.00 0.12
H -5.07 0.21 -3.58 0.06
H -5.78 0.55 -2.00 0.07
H -4.79 -0.90 -2.24 0.08
C 1.69 -6.72 7.92 -0.08
C 1.87 -6.25 6.48 -0.28
O 1.71 -7.27 5.52 -0.16
C 0.45 -7.91 5.48 -0.29
C -0.71 -6.97 5.20 -0.08
H 2.40 -7.53 8.14 0.08
H 1.87 -5.90 8.61 0.08
H 0.69 -7.10 8.10 0.06
H 2.89 -5.87 6.36 0.11
H 1.21 -5.41 6.27 0.11
H 0.28 -8.46 6.42 0.10
H 0.51 -8.65 4.69 0.12
H -0.82 -6.20 5.97 0.07
H -1.65 -7.52 5.14 0.08
H -0.55 -6.45 4.25 0.08
C 1.69 -0.09 -7.86 -0.08
C 1.38 1.39 -7.70 -0.29
O 0.88 1.73 -6.42 -0.17
C 1.73 1.46 -5.31 -0.27
C 3.07 2.18 -5.38 -0.08
H 0.81 -0.69 -7.65 0.08
H 2.03 -0.30 -8.87 0.07
H 2.48 -0.42 -7.17 0.07
H 0.59 1.66 -8.40 0.11
H 2.25 2.00 -7.95 0.10
H 1.88 0.38 -5.20 0.11
H 1.19 1.80 -4.43 0.12
H 3.66 1.87 -6.24 0.06
H 3.66 1.97 -4.48 0.07
H 2.92 3.26 -5.45 0.08
C 7.10 4.19 -4.87 -0.08
C 6.51 3.72 -3.55 -0.28
O 6.14 2.36 -3.54 -0.17
C 7.18 1.42 -3.77 -0.28
C 8.31 1.49 -2.76 -0.08
H 6.39 4.01 -5.68 0.08
H 7.32 5.26 -4.83 0.07
H 8.03 3.67 -5.11 0.06
H 5.59 4.28 -3.35 0.12
H 7.19 3.94 -2.72 0.11
H 7.57 1.53 -4.79 0.11
H 6.71 0.44 -3.72 0.12
H 8.82 2.45 -2.77 0.06
H 9.05 0.71 -2.97 0.08
H 7.93 1.33 -1.75 0.08
C -3.91 6.21 -2.32 -0.08
C -3.75 5.35 -3.56 -0.28
O -4.97 4.99 -4.18 -0.16
C -5.79 6.05 -4.63 -0.29
C -5.13 6.94 -5.67 -0.08
H -4.53 5.69 -1.58 0.08
H -2.94 6.42 -1.88 0.08
H -4.39 7.16 -2.54 0.06
H -3.26 4.42 -3.29 0.10
H -3.09 5.84 -4.29 0.11
H -6.14 6.64 -3.77 0.11
H -6.67 5.58 -5.06 0.12
H -4.24 7.44 -5.28 0.06
H -5.83 7.71 -6.00 0.07
H -4.82 6.35 -6.53 0.08
```

As for the total charge: -1. The spin multiplicity is 1.

The following is a quantum chemistry calculation of a cluster of 5 separate species, C33H81INO18P5 in total, from the Open Molecules 2025 dataset.

```
139
Properties=species:S:1:pos:R:3:lowdin_charge:R:1
C 5.29 -1.38 -0.44 -0.13
C 5.91 0.09 -0.50 -0.24
C 4.76 1.13 -0.88 -0.22
C 4.22 1.95 0.38 -0.22
C 2.87 2.70 -0.01 -0.22
C 1.56 1.98 0.53 -0.70
I 1.59 1.76 2.73 0.79
O 0.48 2.92 0.28 -0.25
C -0.72 2.22 -0.06 -0.20
C -0.73 1.63 -1.55 -0.19
O -1.76 0.65 -1.73 -0.23
C -1.25 -0.69 -1.59 -0.31
P -1.66 -1.27 0.18 0.74
N -1.90 -2.86 0.28 -0.33
H 4.42 -1.44 0.28 0.07
H 6.10 -2.10 -0.10 0.07
H 4.88 -1.65 -1.46 0.08
H 6.65 0.10 -1.35 0.10
H 6.43 0.35 0.47 0.11
H 5.21 1.89 -1.61 0.09
H 3.88 0.65 -1.40 0.11
H 4.99 2.76 0.59 0.12
H 4.16 1.32 1.31 0.06
H 2.76 2.85 -1.12 0.11
H 2.86 3.73 0.47 0.12
H 1.37 0.99 0.03 0.10
H -1.55 3.00 -0.04 0.14
H -1.01 1.45 0.72 0.09
H 0.30 1.30 -1.87 0.12
H -1.00 2.50 -2.22 0.14
H -1.81 -1.39 -2.27 0.10
H -0.15 -0.79 -1.81 0.10
H -2.80 -0.52 0.67 0.02
H -0.55 -0.87 0.99 0.00
H -1.16 -3.18 0.92 -0.05
C 6.40 -8.40 -2.82 -0.08
C 5.50 -7.18 -2.80 -0.29
O 4.66 -7.17 -1.65 -0.23
P 5.34 -6.87 -0.17 0.72
O 5.68 -5.39 -0.40 -0.22
O 3.99 -6.57 0.73 -0.26
C 4.03 -5.57 1.74 -0.29
C 3.20 -4.37 1.31 -0.08
O 5.23 -8.52 0.23 -0.25
C 4.02 -9.21 0.55 -0.28
C 3.15 -9.52 -0.65 -0.07
H 7.10 -8.39 -1.98 0.07
H 6.98 -8.44 -3.74 0.08
H 5.81 -9.32 -2.73 0.07
H 6.10 -6.26 -2.84 0.11
H 4.85 -7.19 -3.67 0.12
H 5.06 -5.27 1.97 0.10
H 3.61 -6.00 2.66 0.12
H 3.52 -4.00 0.34 0.06
H 3.27 -3.56 2.04 0.08
H 2.15 -4.66 1.21 0.08
H 3.45 -8.70 1.33 0.11
H 4.34 -10.16 0.99 0.12
H 2.66 -8.62 -1.03 0.07
H 2.37 -10.23 -0.38 0.08
H 3.75 -9.95 -1.46 0.07
C 11.96 5.78 -2.66 -0.08
C 10.71 6.35 -2.03 -0.29
O 9.56 6.09 -2.83 -0.23
P 8.99 4.54 -2.89 0.73
O 8.46 4.45 -1.46 -0.22
O 7.49 4.79 -3.57 -0.26
C 6.38 4.01 -3.14 -0.30
C 5.44 4.88 -2.34 -0.06
O 9.64 4.34 -4.45 -0.25
C 9.13 4.94 -5.64 -0.28
C 9.45 6.41 -5.78 -0.07
H 11.91 4.68 -2.69 0.07
H 12.85 6.06 -2.08 0.08
H 12.09 6.13 -3.68 0.07
H 10.56 5.97 -1.02 0.11
H 10.80 7.44 -1.96 0.12
H 6.71 3.14 -2.56 0.09
H 5.87 3.63 -4.03 0.12
H 5.95 5.37 -1.51 0.08
H 4.61 4.29 -1.93 0.05
H 5.03 5.67 -2.96 0.08
H 8.07 4.74 -5.77 0.11
H 9.63 4.41 -6.46 0.12
H 8.85 7.01 -5.10 0.07
H 9.24 6.75 -6.79 0.08
H 10.50 6.61 -5.56 0.07
C -5.20 2.26 6.87 -0.08
C -4.25 1.22 6.31 -0.29
O -4.95 0.19 5.62 -0.24
P -5.65 0.56 4.16 0.72
O -4.35 0.69 3.36 -0.22
O -5.96 -0.97 3.61 -0.26
C -5.82 -1.26 2.21 -0.29
C -4.61 -2.14 2.00 -0.11
O -7.18 0.55 4.92 -0.26
C -7.86 -0.61 5.38 -0.29
C -7.31 -1.19 6.67 -0.07
H -5.72 2.79 6.07 0.07
H -4.66 3.00 7.47 0.08
H -5.96 1.79 7.50 0.07
H -3.51 1.69 5.64 0.11
H -3.70 0.75 7.12 0.12
H -5.75 -0.34 1.63 0.09
H -6.72 -1.78 1.88 0.11
H -3.71 -1.69 2.43 0.05
H -4.44 -2.31 0.93 0.05
H -4.74 -3.10 2.49 0.08
H -7.95 -1.37 4.60 0.11
H -8.89 -0.28 5.57 0.12
H -6.36 -1.69 6.50 0.07
H -8.01 -1.92 7.08 0.08
H -7.14 -0.40 7.41 0.07
C -11.30 -1.33 -1.76 -0.08
C -10.05 -0.58 -2.19 -0.29
O -9.92 0.66 -1.50 -0.23
P -9.52 0.62 0.10 0.73
O -8.08 0.14 -0.05 -0.21
O -9.11 2.21 0.34 -0.25
C -8.02 2.53 1.22 -0.29
C -6.85 3.03 0.40 -0.07
O -11.13 1.00 0.53 -0.25
C -11.75 2.27 0.36 -0.28
C -12.14 2.58 -1.07 -0.07
H -11.24 -1.62 -0.71 0.07
H -11.44 -2.23 -2.36 0.08
H -12.19 -0.70 -1.87 0.07
H -9.16 -1.20 -2.04 0.11
H -10.11 -0.35 -3.26 0.12
H -7.74 1.66 1.82 0.09
H -8.36 3.31 1.90 0.12
H -6.56 2.31 -0.37 0.08
H -5.98 3.22 1.04 0.07
H -7.11 3.96 -0.11 0.08
H -11.16 3.08 0.80 0.11
H -12.67 2.22 0.95 0.12
H -11.26 2.82 -1.68 0.07
H -12.80 3.45 -1.10 0.08
H -12.65 1.74 -1.53 0.07
```

As for the structure (SMILES): CCCCC[C@@H](I)OCCOC[PH2]=N.CCOP(=O)(OCC)OCC.CCOP(=O)(OCC)OCC.CCOP(=O)(OCC)OCC.CCOP(=O)(OCC)OCC. As for the total charge: 0. The spin multiplicity is 1.

Max |F| in eV/Å, matching the order above: 4.5; 3.7; 9.2
DFT total energy in Ha, matching the order above: -2032.25042; -2997.48076; -4719.26771
E_LUMO in eV, matching the order above: 0.00; 2.24; -1.55